(1)
{"formula": "C4H10O", "method": "the ωB97M-V functional and the def2-TZVPD basis", "species": ["C", "C", "C", "C", "H", "H", "H", "H", "H", "H", "H", "H", "O", "H", "H"], "positions_angstrom": [[-2.098, -0.245, 0.348], [-0.858, 0.524, -0.008], [0.152, 0.049, -0.737], [1.410, 0.796, -1.071], [-1.995, -1.305, 0.093], [-2.975, 0.147, -0.182], [-2.313, -0.172, 1.421], [-0.796, 1.550, 0.364], [0.082, -0.974, -1.118], [1.497, 0.969, -2.150], [1.442, 1.766, -0.563], [2.286, 0.222, -0.750], [1.689, -0.998, 1.690], [0.951, -0.465, 1.361], [1.525, -1.865, 1.301]], "forces_ev_per_angstrom": [[0.0, -0.1, 0.0], [0.1, 0.0, -0.1], [-0.1, 0.0, 0.0], [0.0, 0.1, 0.0], [0.0, 0.2, 0.0], [0.1, 0.0, 0.1], [0.0, 0.0, -0.2], [0.0, -0.1, -0.1], [0.0, 0.1, 0.1], [0.0, -0.1, 0.1], [0.0, -0.1, -0.1], [-0.1, 0.1, -0.1], [-0.1, -0.1, 0.0], [0.1, 0.0, 0.0], [0.1, 0.1, 0.1]], "smiles": "C/C=C/C.O", "orbital_gap_ev": 10.5759}

***

(2)
{"formula": "C4H10O", "method": "the ωB97M-V functional and the def2-TZVPD basis", "species": ["C", "C", "O", "H", "H", "H", "H", "C", "C", "H", "H", "H", "H", "H", "H"], "positions_angstrom": [[2.775, -0.361, 0.023], [1.456, 0.257, -0.384], [1.372, 1.078, -1.268], [-0.193, 0.638, 0.418], [2.737, -1.442, -0.134], [2.954, -0.184, 1.086], [3.603, 0.054, -0.557], [-2.340, -0.116, -0.472], [-1.486, 0.226, 0.735], [-2.243, 0.647, -1.244], [-3.397, -0.198, -0.208], [-2.033, -1.067, -0.913], [-1.528, -0.510, 1.539], [-1.738, 1.194, 1.171], [0.062, -0.214, 0.209]], "forces_ev_per_angstrom": [[0.1, 0.2, 0.0], [-0.9, -1.5, -0.4], [-0.2, 0.0, 0.6], [-4.4, -0.4, 1.2], [-0.1, 0.1, 0.1], [0.0, -0.1, 0.0], [-0.1, 0.1, 0.0], [0.3, 0.0, -0.1], [1.1, 2.1, -0.1], [0.0, 0.0, 0.0], [0.1, 0.0, 0.1], [0.0, 0.0, 0.0], [0.4, -0.1, -0.1], [-0.4, 0.0, 0.1], [4.1, -0.3, -1.3]], "orbital_gap_ev": 8.5852}

***

(3)
{"formula": "C4H10O", "method": "the ωB97M-V functional and the def2-TZVPD basis", "species": ["C", "C", "C", "C", "O", "H", "H", "H", "H", "H", "H", "H", "H", "H", "H"], "positions_angstrom": [[-0.611, -0.886, 1.651], [0.330, 0.017, 0.859], [0.185, -0.073, -0.653], [0.824, 1.054, -1.445], [-0.350, -1.015, -1.192], [-0.571, -1.907, 1.264], [-1.648, -0.537, 1.580], [-0.334, -0.899, 2.712], [0.265, 1.062, 1.197], [1.374, -0.286, 1.018], [0.556, 2.055, -1.074], [1.909, 0.940, -1.322], [0.571, 0.968, -2.506], [-1.968, 1.192, -0.449], [-1.919, 0.532, -0.768]], "forces_ev_per_angstrom": [[0.0, 0.0, 0.0], [0.1, -0.1, 0.0], [0.0, 0.1, 0.1], [0.1, -0.1, -0.1], [0.3, 0.0, 0.1], [0.0, 0.1, 0.1], [0.2, -0.1, 0.0], [0.0, 0.0, -0.2], [0.0, -0.2, -0.2], [0.0, 0.1, 0.2], [0.0, -0.4, 0.0], [-0.1, 0.1, -0.1], [0.1, 0.0, 0.2], [-0.2, 0.4, 0.1], [-0.3, 0.0, -0.1]], "smiles": "CCC(C)=O.[H][H]", "orbital_gap_ev": 10.6865}

***

(4)
{"formula": "C4H10O", "method": "the ωB97M-V functional and the def2-TZVPD basis", "species": ["C", "C", "H", "H", "H", "H", "H", "H", "C", "C", "O", "H", "H", "H", "H"], "positions_angstrom": [[-0.490, 1.716, -2.465], [-1.556, 0.671, -2.066], [0.477, 1.303, -2.175], [-0.639, 2.689, -2.002], [-0.486, 1.852, -3.544], [-2.056, 0.923, -1.140], [-2.172, 0.451, -2.936], [-1.039, -0.289, -1.964], [1.141, -0.673, 1.784], [0.903, -1.378, 2.969], [1.156, -2.643, 3.052], [0.725, 0.319, 1.719], [1.670, -1.177, 0.983], [0.696, -0.903, 3.928], [1.670, -2.860, 3.857]], "forces_ev_per_angstrom": [[-0.1, -0.5, 0.1], [1.1, -0.4, -0.9], [0.2, 0.5, -0.1], [0.0, 0.0, 0.0], [0.1, 0.1, 0.0], [-0.5, -0.1, -0.1], [-0.8, 0.4, 0.5], [-0.1, 0.0, 0.5], [-1.0, -0.4, 0.0], [0.8, -0.3, 1.0], [1.1, 0.2, -0.7], [0.3, 0.3, -0.3], [-0.1, 0.2, -0.1], [-0.2, 0.4, -0.3], [-0.9, -0.4, 0.3]], "s_squared": 0.76, "spin_multiplicity": 2, "orbital_gap_ev": [8.5693, 4.9866], "charge": 1}

***

In the order shown, the computed max |F| values come out to 0.00320 0.08849 0.00917 0.02901 hartree/bohr.
In the order shown, the computed energy above the lowest of the compared OMol25 structures with the same formula, charge and spin values come out to 63.3 459.8 110.6 128.6 kJ/mol.